Entry 1:
Molecular formula: C4H6OS
Method: DFT, ωB97M-V with the def2-TZVPD basis set

Output
Orbital gap, eV: 8.49
LUMO, eV: -0.42
Structure (SMILES): C=C[C@H](O)C=S
F_max, eV Å⁻¹: 2.505
M, g mol⁻¹: 102.16

Each line ends with the Löwdin charge.
Atoms and positions in Å:
C: -0.291 0.200 0.558  -0.4614
C: 0.537 -0.540 1.602  -0.1372
C: 0.868 0.039 2.733  0.0130
C: 0.503 0.451 -0.676  -0.6219
H: -1.158 -1.296 -0.394  0.0378
H: -0.752 1.137 0.974  0.1692
H: 0.806 -1.541 1.310  0.1112
H: 0.705 1.074 3.001  0.0635
H: 1.293 -0.548 3.567  0.0680
H: 1.575 0.706 -0.439  0.0839
O: -1.421 -0.586 0.160  -0.0902
S: -0.050 0.266 -2.162  0.7642

---

Entry 2:
Molecular formula: C3H3NO2
Method: DFT, ωB97M-V with the def2-TZVPD basis set

Output
Orbital gap, eV: 9.38
LUMO, eV: 0.66
F_max, eV Å⁻¹: 2.468
M, g mol⁻¹: 85.06

Each line ends with the Löwdin charge.
Atoms and positions in Å:
O: -0.163 -1.643 1.162  0.1255
C: -0.116 -0.537 0.440  -0.4318
N: -0.102 -0.619 -1.005  0.1417
O: -0.881 0.645 -1.422  -0.0163
C: 0.179 1.026 -0.717  -0.2188
C: 0.096 0.747 0.736  0.0243
H: -0.416 -2.375 0.581  0.1276
H: 0.947 1.642 -1.198  0.1482
H: 0.213 1.338 1.629  0.0996

---

Entry 3:
Molecular formula: H24O12
Method: DFT, ωB97M-V with the def2-TZVPD basis set

Output
Orbital gap, eV: 10.65
LUMO, eV: -0.17
Structure (SMILES): O.O.O.O.O.O.O.O.O.O.O.O
F_max, eV Å⁻¹: 0.746
M, g mol⁻¹: 216.18

Each line ends with the Löwdin charge.
Atoms and positions in Å:
O: -0.395 -2.949 -2.759  -0.0614
H: -0.272 -2.520 -1.901  0.0001
H: -0.157 -3.870 -2.614  0.0313
O: -1.159 1.056 2.835  -0.0559
H: -1.187 0.157 3.218  0.0263
H: -0.218 1.262 2.784  0.0641
O: 2.818 0.332 -2.647  -0.0594
H: 1.939 0.389 -2.250  -0.0058
H: 2.762 -0.411 -3.257  0.0409
O: -1.882 2.370 0.541  -0.0670
H: -1.668 1.843 1.336  -0.0056
H: -2.682 2.857 0.765  0.0717
O: 0.529 1.998 -1.742  -0.0494
H: -0.141 2.279 -1.095  0.0421
H: 0.202 2.332 -2.588  0.0867
O: -2.831 2.165 -2.200  -0.0707
H: -3.185 1.271 -2.254  0.0251
H: -2.315 2.149 -1.381  -0.0298
O: -3.159 -0.142 -0.152  -0.0568
H: -2.658 0.092 0.632  -0.0007
H: -2.663 -0.874 -0.535  0.0262
O: 2.430 -0.830 0.658  -0.0575
H: 3.056 -1.564 0.583  0.0635
H: 2.983 -0.059 0.844  0.0394
O: 1.331 -3.123 1.991  -0.0555
H: 0.504 -3.423 1.599  0.0471
H: 1.552 -2.310 1.497  0.0013
O: -0.627 -1.645 3.239  -0.0541
H: 0.269 -2.026 3.285  0.0423
H: -1.031 -2.063 2.472  0.0433
O: -0.300 -0.596 -0.352  -0.0378
H: -0.047 0.269 -0.694  0.0104
H: 0.076 -0.616 0.537  0.0177
O: 2.566 2.011 0.233  -0.0621
H: 3.470 2.235 -0.011  0.0513
H: 2.092 1.953 -0.617  -0.0014

---

ΔE to the lowest compared entry with this formula, charge and spin: 210.6, 561.1, 102.5 (kJ/mol)
Highest occupied orbital energy: -8.912, -8.716, -10.819 (eV)
DFT total energy: -629.3670, -321.1639, -917.2863 (hartree)